Computed, not measured: a structure of composition C7H10N2O11P2V, with wB97M-V/def2-TZVPD.

## Properties
spin multiplicity = 1
charge = +1
energy relative to the best compared isomer or geometry (same formula, charge and spin) = 0.00 kJ/mol

```
33
Properties=species:S:1:pos:R:3:mulliken_charge:R:1
V 0.0685 -1.1993 -1.8586 0.901
O -3.1684 -3.0639 3.4768 -0.448
C -2.4799 -3.4674 2.3950 0.617
O -2.0622 -4.5746 2.2826 -0.448
C -2.2992 -2.4497 1.3093 0.006
C -3.2470 -1.6208 0.7340 -0.062
N -2.6741 -1.0087 -0.3156 -0.213
N -1.3979 -1.3694 -0.4235 0.574
C -1.1512 -2.2487 0.5371 -0.220
C 0.2609 -2.7560 0.5114 0.651
O 0.8110 -3.3984 1.3344 -0.454
O 0.8212 -2.2711 -0.6286 -0.681
H -3.2913 -2.1073 3.4924 0.351
H -4.2834 -1.4537 0.9787 0.518
H -3.0640 -0.3289 -0.9521 0.196
C 0.6625 3.5511 -2.9388 -1.622
C 1.1750 2.1639 -2.5859 1.058
O 2.5659 2.1112 -2.8926 -0.615
P 1.0274 1.7721 -0.8146 0.937
O -0.3172 2.3395 -0.2177 -0.529
O 2.1112 2.6353 -0.0658 -0.551
O 1.1437 0.2980 -0.6414 -0.418
P 0.2266 0.9011 -3.6076 -0.079
O 1.3887 -0.4035 -3.2551 -0.512
O -0.8192 0.3538 -2.5232 -0.387
O -0.4510 -2.2605 -2.8453 -0.280
H 1.1789 4.3091 -2.3487 0.386
H -0.4099 3.6324 -2.7546 0.425
H 0.8559 3.7516 -3.9925 0.438
H 2.8578 1.1889 -2.9157 0.394
H -0.2387 3.1728 0.2663 0.335
H 3.0093 2.5805 -0.4227 0.392
H 1.5474 -0.9522 -4.0381 0.340
```

---

Computed, not measured: a structure of composition H3NO3PS, with wB97M-V/def2-TZVPD.

## Properties
spin multiplicity = 1
charge = -1
energy relative to the best compared isomer or geometry (same formula, charge and spin) = 76.05 kJ/mol

```
9
Properties=species:S:1:pos:R:3:mulliken_charge:R:1
N 1.1686 0.1825 -1.3623 -0.634
O -1.5534 0.0930 -1.2835 -0.412
O -2.5337 -0.5485 1.0737 -0.532
O -0.8850 1.3671 0.5053 -0.425
P -0.0910 1.0975 -1.2894 0.259
S -2.2118 0.6166 0.2381 0.521
H 2.6768 -1.2253 1.8571 0.230
H 1.1508 -0.7586 -1.0162 0.224
H 2.2786 -0.8243 1.2771 -0.231
```

---

Computed, not measured: a cluster of 13 separate species, C44H74BF5N12O30 in total, with wB97M-V/def2-TZVPD.

## Properties
spin multiplicity = 1
charge = 0

```
166
Properties=species:S:1:pos:R:3:mulliken_charge:R:1
C 2.8838 -3.4668 2.1197 -0.345
B 3.3887 -1.9045 2.3501 0.513
O 3.8527 -1.5494 3.7061 -0.394
C 3.4360 -0.7580 1.1379 0.212
C 3.6721 -1.3773 -0.3974 -0.754
C 3.7284 -0.2685 -1.6082 0.162
C 3.5927 1.3824 -1.3761 0.079
C 3.3634 1.9524 0.1479 0.623
C 3.2422 3.6012 0.3498 -0.704
C 3.2597 0.8790 1.4263 0.169
O 3.0062 1.3292 2.8355 -0.377
C 1.6345 1.8609 2.7877 -0.760
C 0.6341 1.3149 3.9658 0.695
C 1.0922 -0.1335 4.6284 -0.944
C -0.8404 1.0706 3.2922 -0.694
C -1.8267 2.3797 3.2794 0.529
C -1.9029 3.2098 4.6908 -1.200
C -3.3678 1.7858 3.0179 -0.905
C 3.6633 2.3466 -2.7411 -0.214
O 4.3491 3.4905 -2.8170 -0.481
C 2.8255 1.7264 -4.0494 0.298
C 1.9267 2.7265 -4.9890 -0.851
C 1.0874 2.0334 -6.2305 0.574
C 0.1895 3.0640 -7.1644 -0.485
C 1.1973 3.4957 -8.4274 0.002
O 2.1439 2.6433 -8.9081 -0.519
C 1.1860 0.4016 -6.4575 0.490
C 0.2686 -0.2150 -7.6966 -0.981
C -1.1232 -0.9385 -7.1185 0.281
C -2.4796 -0.0635 -7.4055 -0.287
C -3.3845 0.2634 -6.0724 0.455
F -4.6607 0.9429 -6.5099 -0.317
F -3.8140 -0.9897 -5.3614 -0.295
C -2.6778 1.2789 -4.9939 0.662
F -1.3539 0.8290 -4.4905 -0.138
F -2.5309 2.6528 -5.5646 -0.240
F -3.5619 1.4149 -3.7861 -0.292
C 2.1211 -0.6135 -5.5126 -0.084
C 2.2008 -2.2422 -5.7407 -0.664
C 1.0295 -2.9941 -4.8132 -0.399
O 0.4298 -2.0798 -3.8070 -0.350
C 2.9554 0.0749 -4.2806 0.369
C 3.9091 -0.7670 -3.1946 0.050
O 4.7718 -1.7266 -3.5715 -0.576
H 2.2018 -3.8697 2.9850 -0.254
H 2.3760 -3.6389 1.0599 0.223
H 3.8782 -4.1270 2.1282 0.278
H 4.6884 -0.9987 3.5488 0.272
H 3.7643 -2.5295 -0.6232 0.304
H 2.1192 3.9650 0.2911 0.254
H 3.5905 3.8229 1.4693 -0.148
H 3.9688 4.2094 -0.3369 0.336
H 1.7337 3.0385 2.9570 0.112
H 1.0933 1.7301 1.7553 0.341
H 0.6473 2.0908 4.8552 0.360
H 2.1920 -0.0164 5.0113 0.196
H 0.3123 -0.3788 5.4985 0.356
H 0.9351 -0.9622 3.8164 0.059
H -0.7671 0.6722 2.1703 0.269
H -1.3822 0.1908 3.8860 -0.084
H -1.6284 3.1111 2.3686 0.226
H -1.9468 2.4660 5.6010 0.222
H -2.8947 3.8534 4.6952 0.374
H -0.9931 3.9478 4.7164 0.312
H -3.3450 0.7356 2.4621 0.060
H -3.8926 1.5648 4.0662 0.220
H -4.0605 2.5637 2.4695 0.358
H 1.8384 3.8892 -4.7960 0.274
H -0.7411 2.5525 -7.6571 0.048
H -0.1651 4.0288 -6.5946 0.727
H 1.1424 4.5398 -8.9556 0.233
H 0.8958 -1.0514 -8.2227 0.480
H 0.0116 0.6161 -8.4906 0.229
H -1.2247 -1.9658 -7.7167 0.344
H -1.0351 -1.2357 -5.9790 -0.268
H -3.1340 -0.6836 -8.1680 0.418
H -2.1519 0.9179 -7.9691 -0.220
H 1.9055 -2.4564 -6.8633 0.163
H 3.2136 -2.7276 -5.4115 0.378
H 0.1500 -3.4289 -5.4538 0.283
H 1.4780 -3.9029 -4.1907 0.380
H -0.0761 -2.6381 -3.1180 0.200
C 1.4995 -5.7709 6.0357 -0.737
N 0.8565 -4.6355 5.3206 0.842
O 0.7756 -3.5594 5.9243 -0.343
O 0.4511 -4.8567 4.1736 -0.584
H 1.8060 -5.4349 7.0285 0.158
H 0.7624 -6.5730 6.1105 0.325
H 2.3664 -6.0813 5.4488 0.297
C -3.0485 -1.7662 -1.8542 -0.711
N -2.3416 -2.6923 -0.9288 0.927
O -1.4484 -3.3998 -1.4091 -0.556
O -2.7033 -2.6828 0.2536 -0.548
H -2.6297 -1.8803 -2.8562 0.178
H -4.1067 -2.0359 -1.8455 0.277
H -2.8944 -0.7503 -1.4850 0.326
C 0.9803 -4.0843 10.0967 -0.346
N 0.9189 -5.4944 9.6262 0.927
O 0.0249 -5.7847 8.8227 -0.507
O 1.7699 -6.2702 10.0767 -0.576
H 0.1765 -3.5181 9.6215 0.031
H 0.8566 -4.0932 11.1816 0.322
H 1.9552 -3.6839 9.8113 0.241
C -2.3691 6.8113 -8.8082 -0.807
N -1.2201 6.1668 -8.1168 0.886
O -1.4813 5.3341 -7.2407 -0.523
O -0.0883 6.5148 -8.4731 -0.518
H -3.2983 6.4123 -8.3960 0.323
H -2.2991 7.8866 -8.6311 0.291
H -2.2870 6.5775 -9.8716 0.295
C -2.7998 -5.4041 4.4660 0.054
N -3.3926 -6.6521 5.0180 0.920
O -4.3645 -6.5313 5.7730 -0.539
O -2.8657 -7.7178 4.6779 -0.552
H -3.3604 -4.5481 4.8472 -0.060
H -1.7591 -5.3606 4.7939 -0.144
H -2.8715 -5.4586 3.3778 0.314
C 5.9663 5.9919 -4.5648 -0.590
N 6.9788 7.0570 -4.3322 0.845
O 8.1159 6.8643 -4.7783 -0.511
O 6.6036 8.0565 -3.7084 -0.517
H 6.4326 5.1770 -5.1225 0.293
H 5.6235 5.6442 -3.5881 0.208
H 5.1491 6.4338 -5.1386 0.277
C -3.5889 -1.7723 9.0031 -0.724
N -2.4399 -2.4169 9.6944 0.850
O -2.7012 -3.2495 10.5705 -0.515
O -1.3081 -2.0688 9.3381 -0.511
H -4.5182 -2.1713 9.4152 0.296
H -3.5189 -0.6970 9.1801 0.276
H -3.5069 -2.0061 7.9396 0.279
C 6.4235 5.2958 3.5902 -0.758
N 5.0302 4.8512 3.8636 0.885
O 4.1443 5.2692 3.1089 -0.543
O 4.8651 4.0953 4.8281 -0.475
H 6.4199 5.9532 2.7182 0.315
H 6.7785 5.8296 4.4742 0.287
H 7.0224 4.4032 3.3979 0.297
C -5.1698 -2.2708 2.7055 -0.992
N -4.4191 -2.0967 3.9782 0.839
O -4.7764 -2.7809 4.9443 -0.573
O -3.4924 -1.2781 3.9716 -0.456
H -5.9523 -3.0175 2.8562 0.306
H -5.6047 -1.3038 2.4445 0.595
H -4.4591 -2.6047 1.9468 0.314
C 3.5519 -1.7833 7.6531 -0.679
N 3.4112 -1.0504 8.9402 0.989
O 3.9088 0.0797 9.0055 -0.549
O 2.8052 -1.6303 9.8488 -0.571
H 4.1034 -1.1572 6.9486 0.353
H 4.0979 -2.7066 7.8576 0.287
H 2.5468 -1.9904 7.2802 0.147
C -2.1552 1.2704 -11.9284 -0.879
N -2.0704 1.0836 -10.4548 0.818
O -1.4369 1.9294 -9.8125 -0.440
O -2.6420 0.0932 -9.9843 -0.507
H -1.6103 2.1765 -12.2015 0.339
H -1.7052 0.3934 -12.3982 0.313
H -3.2117 1.3625 -12.1885 0.311
C -8.8274 -2.1060 0.0435 -0.693
N -8.0767 -1.9319 1.3162 0.780
O -8.4340 -2.6161 2.2823 -0.494
O -7.1500 -1.1132 1.3096 -0.483
H -9.6099 -2.8527 0.1943 0.297
H -9.2623 -1.1389 -0.2175 0.285
H -8.1166 -2.4399 -0.7152 0.269
```

---

Computed, not measured: the ion C2H3N2O with charge +1, with wB97M-V/def2-TZVPD.

## Properties
structure (SMILES) = c1c[nH+]on1
spin multiplicity = 1
charge = +1
energy relative to the best compared isomer or geometry (same formula, charge and spin) = 303.80 kJ/mol

```
8
Properties=species:S:1:pos:R:3:mulliken_charge:R:1
C 1.1676 -0.0552 0.5631 -0.095
C -0.0131 0.0228 -0.2171 -0.023
N 0.8328 0.1099 1.7991 -0.102
N -1.0097 0.1391 0.7353 0.078
O -0.4290 0.2285 1.9433 0.025
H -0.1320 -0.0427 -1.2302 0.476
H 2.2126 -0.1611 0.1538 0.365
H -2.0007 0.0169 0.7756 0.276
```

---

| no. | HOMO level (hartree) | F_max (eV/A) | HOMO-LUMO gap (Eh) |
| --- | --- | --- | --- |
| 1 | -0.484 | 0.5 | 0.272 |
| 2 | -0.177 | 2.0 | 0.321 |
| 3 | -0.306 | 8.5 | 0.256 |
| 4 | -0.660 | 5.4 | 0.426 |